[1]
ORCA calculation (ωB97M-V/def2-TZVPD) on a structure of composition C30H35N3O3Rb.

Output
DFT total energy = -42948.577 eV
charge = -1
energy relative to the best compared isomer or geometry (same formula, charge and spin) = 10.9 kJ/mol
M = 571.10 u
gap between HOMO and LUMO = 4.9 eV
maximum force = 0.009 Eh/bohr

Element x y z (Å)
Rb -0.245 -0.782 -0.733
C -1.509 1.582 1.277
C -2.715 1.305 0.602
C -2.642 1.886 -0.677
C -1.402 2.540 -0.791
C -0.696 2.347 0.416
C 0.624 2.948 0.810
C -1.011 3.488 -1.890
C -3.781 1.960 -1.654
C -3.946 0.666 1.186
C -1.174 1.303 2.717
H 0.504 3.807 1.486
H 1.178 3.310 -0.062
H 1.264 2.224 1.330
H -1.346 4.514 -1.684
H -1.449 3.200 -2.849
H 0.074 3.531 -2.025
H -4.453 2.808 -1.454
H -4.398 1.057 -1.625
H -3.430 2.074 -2.685
H -4.766 1.387 1.300
H -3.748 0.252 2.177
H -4.333 -0.151 0.565
H -1.301 2.192 3.350
H -0.135 0.977 2.838
H -1.816 0.524 3.142
C 0.632 2.305 -4.690
C 1.725 3.119 -4.459
C 2.538 2.858 -3.368
C 2.237 1.774 -2.550
N 1.164 1.013 -2.753
C 0.385 1.276 -3.792
C 3.129 1.376 -1.409
C 4.425 1.874 -1.297
C 5.216 1.448 -0.248
C 4.708 0.525 0.647
C 3.410 0.067 0.454
N 2.639 0.493 -0.541
C 2.822 -0.953 1.381
C 3.594 -2.015 1.838
C 3.016 -2.936 2.696
C 1.700 -2.752 3.081
C 1.011 -1.661 2.571
N 1.548 -0.785 1.727
H -0.033 2.477 -5.525
H 1.939 3.957 -5.111
H 3.383 3.497 -3.157
H -0.478 0.627 -3.911
H 4.816 2.569 -2.025
H 6.224 1.828 -0.133
H 5.293 0.173 1.486
H 4.613 -2.133 1.495
H 3.583 -3.789 3.048
H 1.205 -3.445 3.749
H -0.025 -1.485 2.835
O 0.746 -3.409 -1.550
C -0.007 -3.448 -2.555
O -0.893 -2.636 -2.901
H 0.130 -4.332 -3.227
C -2.765 -3.861 2.745
C -2.390 -4.764 1.569
C -1.349 -3.927 0.825
O -1.617 -2.558 1.181
C -2.710 -2.492 2.087
H -2.012 -3.930 3.536
H -3.742 -4.084 3.174
H -3.267 -4.931 0.940
H -1.998 -5.735 1.872
H -1.399 -4.028 -0.257
H -0.328 -4.167 1.130
H -3.637 -2.278 1.544
H -2.531 -1.668 2.778


[2]
ORCA calculation (ωB97M-V/def2-TZVPD) on a structure of composition C30H35N4O4S2ScSe.

Output
DFT total energy = -153552.911 eV
charge = 0
energy relative to the best compared isomer or geometry (same formula, charge and spin) = 135.4 kJ/mol
M = 703.68 u
gap between HOMO and LUMO = 7.5 eV
maximum force = 0.027 Eh/bohr

Element x y z (Å)
Sc -0.680 0.409 2.056
O -4.438 -0.657 3.140
C -3.328 -1.060 2.861
O -2.398 -0.234 2.424
C -2.933 -2.489 2.977
C -3.980 -3.409 3.093
C -3.736 -4.762 3.212
C -2.419 -5.210 3.226
C -1.373 -4.311 3.123
C -1.599 -2.933 2.994
S -0.152 -1.920 2.905
H -4.991 -3.019 3.087
H -4.559 -5.461 3.296
H -2.205 -6.269 3.324
H -0.346 -4.659 3.148
C 4.917 2.702 0.568
C 4.925 1.874 -0.717
C 3.854 2.309 -1.717
C 2.425 1.916 -1.339
N 2.220 0.466 -1.384
C 2.078 -0.369 -0.326
Se 2.127 0.128 1.464
N 1.921 -1.617 -0.812
C 1.806 -2.838 -0.017
C 3.146 -3.550 0.134
C 3.035 -4.751 1.073
C 2.105 -5.848 0.553
C 1.987 -1.593 -2.202
C 1.890 -2.605 -3.146
C 1.982 -2.231 -4.477
C 2.156 -0.893 -4.847
C 2.250 0.112 -3.899
C 2.169 -0.268 -2.567
H 5.770 2.442 1.198
H 4.014 2.518 1.153
H 4.974 3.771 0.343
H 4.795 0.815 -0.474
H 5.900 1.970 -1.199
H 4.079 1.884 -2.700
H 3.886 3.398 -1.822
H 1.720 2.359 -2.042
H 2.163 2.250 -0.338
H 1.063 -3.471 -0.501
H 1.425 -2.563 0.961
H 3.862 -2.831 0.543
H 3.521 -3.872 -0.844
H 2.681 -4.401 2.049
H 4.034 -5.165 1.224
H 1.060 -5.526 0.551
H 2.169 -6.741 1.178
H 2.375 -6.137 -0.469
H 1.747 -3.639 -2.858
H 1.908 -2.988 -5.247
H 2.215 -0.637 -5.897
H 2.374 1.148 -4.189
O 0.052 2.370 1.526
C -0.059 2.662 2.739
O -0.418 1.784 3.595
H 0.150 3.682 3.077
N -3.886 2.264 2.171
C -3.588 2.655 0.918
S -2.503 1.798 -0.041
N -4.242 3.778 0.520
C -4.240 4.503 -0.704
C -3.150 4.590 -1.563
C -3.253 5.351 -2.721
C -4.418 6.036 -3.029
C -5.496 5.965 -2.158
C -5.407 5.203 -1.004
H -3.740 1.287 2.384
H -4.628 2.718 2.676
H -4.970 4.076 1.145
H -2.238 4.066 -1.330
H -2.400 5.407 -3.386
H -4.488 6.620 -3.939
H -6.412 6.499 -2.376
H -6.257 5.138 -0.332


[3]
ORCA calculation (ωB97M-V/def2-TZVPD) on a structure of composition C30H35N5O7PtSi.

Output
DFT total energy = -64576.929 eV
charge = 0
energy relative to the best compared isomer or geometry (same formula, charge and spin) = 60.8 kJ/mol
M = 800.80 u
gap between HOMO and LUMO = 6.1 eV
maximum force = 0.033 Eh/bohr

Element x y z (Å)
Pt 0.710 -0.275 -0.317
C -0.893 -1.091 -1.337
Si -0.149 -2.808 -1.328
C -0.077 -3.102 0.560
N 0.577 -1.933 1.214
C 2.017 -2.163 1.552
C 2.274 -2.410 3.044
C 1.185 -3.287 3.652
C -0.199 -2.631 3.475
C -0.159 -1.518 2.421
C -1.178 -4.170 -2.137
C -0.713 -4.857 -3.260
C -1.482 -5.844 -3.862
C -2.730 -6.162 -3.348
C -3.212 -5.485 -2.236
C -2.442 -4.498 -1.641
C 1.579 -2.941 -2.076
C 2.510 -3.857 -1.579
C 3.731 -4.060 -2.205
C 4.027 -3.387 -3.382
C 3.095 -2.511 -3.921
C 1.893 -2.281 -3.268
H -1.829 -1.027 -0.781
H -1.001 -0.593 -2.302
H 0.387 -4.046 0.861
H -1.115 -3.144 0.899
H 2.599 -1.297 1.256
H 2.368 -3.016 0.981
H 2.332 -1.461 3.581
H 3.250 -2.886 3.142
H 1.395 -3.455 4.709
H 1.199 -4.266 3.167
H -0.541 -2.192 4.414
H -0.933 -3.385 3.191
H 0.335 -0.637 2.826
H -1.167 -1.224 2.129
H 0.263 -4.617 -3.666
H -1.105 -6.365 -4.733
H -3.327 -6.936 -3.814
H -4.190 -5.727 -1.838
H -2.835 -3.969 -0.777
H 2.263 -4.452 -0.707
H 4.442 -4.763 -1.787
H 4.968 -3.559 -3.890
H 3.301 -2.011 -4.861
H 1.173 -1.597 -3.707
C 0.682 3.750 3.489
C 1.574 2.705 2.803
C 2.182 1.747 3.839
C 2.700 3.379 2.003
C 0.748 1.936 1.874
N 0.096 1.330 1.142
H 1.288 4.345 4.173
H -0.112 3.266 4.059
H 0.228 4.415 2.755
H 2.747 2.331 4.567
H 2.866 1.050 3.355
H 1.406 1.196 4.373
H 3.303 3.988 2.679
H 2.295 4.019 1.218
H 3.337 2.620 1.551
O 7.838 -0.612 -3.199
N 6.740 -0.254 -3.588
O 6.430 -0.129 -4.761
C 5.735 0.047 -2.589
C 4.487 0.465 -2.989
C 3.478 0.652 -2.062
C 3.693 0.442 -0.643
O 2.790 0.543 0.217
C 5.050 0.060 -0.300
C 6.019 -0.162 -1.245
N 5.425 -0.187 1.080
O 4.851 0.410 1.973
O 6.382 -0.920 1.274
N 2.194 0.962 -2.576
O 1.251 1.238 -1.800
O 2.030 1.020 -3.772
H 4.284 0.630 -4.036
H 7.002 -0.488 -0.940


[4]
ORCA calculation (ωB97M-V/def2-TZVPD) on a structure of composition C30H36BBrClN10OPt.

Output
DFT total energy = -135127.847 eV
charge = +1
energy relative to the best compared isomer or geometry (same formula, charge and spin) = 84.8 kJ/mol
M = 873.93 u
gap between HOMO and LUMO = 7.9 eV
maximum force = 0.038 Eh/bohr

Element x y z (Å)
Pt 1.435 0.088 -1.764
C -1.642 0.097 -4.955
C -1.166 -0.364 -3.725
N -0.057 0.295 -3.401
N 0.209 1.160 -4.384
C -0.736 1.068 -5.334
B 1.436 2.097 -4.328
N 2.713 1.232 -4.321
C 3.749 1.256 -5.177
C 4.677 0.321 -4.763
C 4.117 -0.244 -3.614
N 2.940 0.322 -3.369
N 1.378 2.866 -2.992
C 1.312 4.192 -2.807
C 1.246 4.445 -1.450
C 1.278 3.185 -0.854
N 1.358 2.252 -1.796
H -2.519 -0.230 -5.483
H -1.571 -1.109 -3.060
H -0.704 1.692 -6.210
H 1.436 2.839 -5.254
H 3.761 1.926 -6.019
H 5.621 0.085 -5.217
H 4.506 -1.015 -2.970
H 1.316 4.869 -3.643
H 1.183 5.397 -0.957
H 1.240 2.919 0.189
Br 2.021 -6.723 -1.996
C 1.902 -4.844 -1.951
C 2.369 -4.138 -0.852
C 2.155 -2.775 -0.810
N 1.526 -2.112 -1.782
C 1.132 -2.788 -2.862
C 1.302 -4.151 -2.991
H 2.876 -4.641 -0.042
H 2.492 -2.194 0.037
H 0.651 -2.220 -3.647
H 0.955 -4.665 -3.875
C 0.399 2.239 4.854
C -0.911 2.100 4.067
C -0.725 2.727 2.678
C -1.991 2.904 4.808
C -1.336 0.588 4.004
O -1.689 0.120 5.297
C -2.528 0.382 3.039
C -3.226 -0.992 3.191
C -3.056 -1.975 2.062
C -3.609 -1.694 0.813
C -3.590 -2.629 -0.206
C -2.995 -3.861 0.016
Cl -3.050 -5.069 -1.223
C -2.393 -4.149 1.230
C -2.431 -3.204 2.245
C -0.143 -0.360 3.695
N 0.629 -0.085 2.498
C 0.386 -0.364 1.210
N 1.409 0.073 0.477
C 2.263 0.611 1.384
N 1.825 0.517 2.607
H 0.593 3.291 5.065
H 1.247 1.855 4.291
H 0.333 1.708 5.804
H -0.483 3.783 2.799
H -1.627 2.665 2.069
H 0.100 2.271 2.131
H -1.693 3.951 4.856
H -2.114 2.560 5.836
H -2.957 2.866 4.302
H -2.482 0.579 5.596
H -2.206 0.540 2.010
H -3.262 1.154 3.269
H -4.300 -0.819 3.277
H -2.905 -1.449 4.126
H -4.097 -0.741 0.647
H -4.077 -2.424 -1.150
H -1.938 -5.116 1.395
H -2.003 -3.450 3.210
H -0.526 -1.379 3.646
H 0.542 -0.297 4.536
H -0.487 -0.876 0.837
H 3.208 1.059 1.130


[5]
ORCA calculation (ωB97M-V/def2-TZVPD) on a structure of composition C30H36BBrClN10OPt.

Output
DFT total energy = -135128.014 eV
charge = +1
energy relative to the best compared isomer or geometry (same formula, charge and spin) = 68.7 kJ/mol
M = 873.93 u
gap between HOMO and LUMO = 8.0 eV
maximum force = 0.028 Eh/bohr

Element x y z (Å)
Pt -1.317 -1.263 1.578
C 0.502 1.997 3.701
C -0.335 1.612 2.653
N -0.836 0.403 2.892
N -0.321 -0.019 4.067
C 0.474 0.928 4.579
B -0.803 -1.358 4.675
N -0.011 -2.539 4.065
C 0.891 -3.344 4.654
C 1.319 -4.264 3.719
C 0.606 -3.937 2.561
N -0.187 -2.891 2.785
N -2.292 -1.531 4.290
C -3.326 -1.704 5.129
C -4.474 -1.911 4.389
C -4.054 -1.846 3.062
N -2.747 -1.615 3.022
H 1.035 2.927 3.805
H -0.646 2.178 1.791
H 0.957 0.800 5.535
H -0.669 -1.361 5.862
H 1.149 -3.229 5.695
H 2.039 -5.053 3.859
H 0.615 -4.429 1.600
H -3.177 -1.677 6.195
H -5.470 -2.084 4.756
H -4.625 -1.956 2.155
Br -3.286 -2.627 -4.794
C -2.883 -2.376 -2.974
C -2.344 -3.410 -2.228
C -2.061 -3.177 -0.896
N -2.285 -2.005 -0.299
C -2.821 -1.014 -1.029
C -3.132 -1.155 -2.367
H -2.150 -4.377 -2.669
H -1.647 -3.963 -0.276
H -3.020 -0.086 -0.515
H -3.563 -0.333 -2.921
C 3.908 -0.618 -3.180
C 2.580 0.040 -3.579
C 1.426 -0.949 -3.354
C 2.656 0.320 -5.090
C 2.384 1.390 -2.806
O 3.375 2.326 -3.221
C 0.963 1.962 -3.030
C 0.780 3.437 -2.602
C -0.078 3.667 -1.383
C -1.419 3.283 -1.373
C -2.239 3.544 -0.285
C -1.716 4.205 0.818
Cl -2.728 4.532 2.184
C -0.386 4.589 0.838
C 0.423 4.313 -0.257
C 2.717 1.326 -1.293
N 1.982 0.355 -0.494
C 0.718 0.381 -0.085
N 0.441 -0.766 0.520
C 1.603 -1.472 0.463
N 2.558 -0.815 -0.137
H 4.137 -1.425 -3.878
H 3.868 -1.046 -2.180
H 4.725 0.104 -3.222
H 1.652 -1.870 -3.895
H 0.477 -0.566 -3.739
H 1.293 -1.223 -2.306
H 2.666 -0.629 -5.627
H 3.574 0.847 -5.358
H 1.800 0.887 -5.463
H 3.253 2.520 -4.156
H 0.242 1.330 -2.507
H 0.728 1.866 -4.089
H 0.319 3.979 -3.431
H 1.758 3.889 -2.444
H -1.844 2.792 -2.243
H -3.282 3.255 -0.296
H 0.014 5.109 1.699
H 1.457 4.641 -0.238
H 2.542 2.316 -0.873
H 3.773 1.099 -1.183
H 0.047 1.217 -0.207
H 1.748 -2.453 0.878


[6]
ORCA calculation (ωB97M-V/def2-TZVPD) on a structure of composition C30H36Br3KN2O9P3S.

Output
DFT total energy = -318237.543 eV
charge = +1
M = 972.42 u
gap between HOMO and LUMO = 6.3 eV
maximum force = 0.093 Eh/bohr

Element x y z (Å)
C 3.991 0.362 0.994
C 2.511 -0.297 0.798
C 2.205 -0.646 -0.754
C 0.790 -1.374 -0.791
C -0.525 -0.614 -1.087
C -1.919 -1.353 -1.070
C -1.928 -2.876 -0.792
P -3.560 -3.860 -0.765
O -4.629 -3.263 0.431
O -4.279 -3.932 -2.318
C -0.590 -3.671 -0.536
C -0.753 -5.236 -0.315
Br -0.685 -6.191 1.404
C -1.013 -6.043 -1.473
C -1.228 -7.637 -1.448
Br -1.136 -5.120 -3.260
C 0.781 -2.930 -0.508
N 2.094 -3.565 -0.233
C 2.150 -4.254 1.063
C 1.468 -3.646 2.393
O 2.728 -5.380 1.149
C 2.612 -4.386 -1.351
C 4.015 -3.925 -2.025
O 2.098 -5.431 -1.808
C -3.247 -0.476 -1.350
O -4.155 -0.992 -2.037
C -3.235 0.993 -0.752
C -4.507 1.715 -0.175
Br -6.187 0.695 -0.214
C -4.484 3.158 0.370
P -5.919 4.151 1.051
N -6.217 5.311 -0.025
O -5.494 4.790 2.595
O -7.370 3.302 1.276
C -3.089 3.899 0.315
P -2.935 5.714 0.912
S -2.026 5.860 2.640
C -1.789 3.209 -0.254
C -0.426 4.065 -0.295
C 0.435 3.993 1.068
C 1.859 3.293 0.718
C 2.811 4.206 -0.196
C 4.387 3.895 -0.008
O 4.807 4.058 1.366
C 5.882 3.157 1.725
C -1.843 1.739 -0.800
C -0.600 0.966 -1.433
O 0.270 1.463 -2.185
H 4.713 -0.339 1.538
H 3.821 1.279 1.674
H 4.430 0.731 -0.005
H 2.528 -1.267 1.426
H 1.728 0.378 1.278
H 2.307 0.247 -1.453
H 3.041 -1.385 -1.062
H -4.849 -3.967 1.090
H -5.249 -4.006 -2.167
H -0.201 -8.123 -1.347
H -1.628 -7.953 -2.487
H -1.997 -8.003 -0.692
H 0.483 -3.091 2.170
H 2.194 -3.033 3.026
H 1.158 -4.555 3.035
H 3.904 -2.847 -2.378
H 4.794 -4.055 -1.184
H 4.247 -4.655 -2.884
H -7.191 5.252 -0.352
H -4.572 4.514 2.830
H -7.671 3.455 2.201
H -2.209 6.485 -0.078
H -4.213 6.345 1.061
H -0.620 5.183 -0.516
H 0.279 3.723 -1.143
H -0.127 3.438 1.907
H 0.705 5.074 1.380
H 2.368 3.041 1.708
H 1.614 2.330 0.127
H 2.591 5.334 -0.127
H 2.580 3.925 -1.298
H 4.941 4.699 -0.627
H 4.577 2.847 -0.440
H 6.241 2.483 0.877
H 6.812 3.732 2.098
H 5.521 2.523 2.625
K 0.827 -6.636 -3.822